Below is a structure of composition C31H35ClN2PbSi2 in a non-equilibrium geometry, with properties calculated with ωB97M-V with the def2-TZVPD basis set.

LUMO level = -0.008 Ha
energy = -2543.78139 a.u.
relative energy (zero: lowest compared OMol25 entry of this formula, charge and spin) = 0.0000 eV
HOMO-LUMO gap = 5.80 eV

```
! RIJCOSX wB97M-V def2-TZVPD def2/J DEFGRID3
* xyz 0 1
C -1.431 -0.582 1.918
C -2.382 -0.027 1.014
C -2.458 -0.884 -0.124
H -3.031 0.826 1.216
C -1.551 -1.962 0.081
C -0.924 -1.777 1.341
H -0.274 -2.496 1.843
H -1.222 -0.225 2.927
H -3.185 -0.816 -0.935
H -1.454 -2.837 -0.563
Pb 0.137 0.613 -0.461
Si 3.067 0.396 -8.241
C 2.244 1.897 -8.982
C 2.734 2.658 -10.068
H 3.664 2.368 -10.565
C 2.017 3.782 -10.501
H 2.391 4.377 -11.338
C 0.825 4.159 -9.875
H 0.273 5.045 -10.207
C 0.332 3.393 -8.811
H -0.601 3.659 -8.315
C 1.036 2.264 -8.369
H 0.639 1.662 -7.541
C 2.304 -1.144 -8.971
C 1.160 -1.097 -9.792
H 0.757 -0.135 -10.127
C 0.520 -2.287 -10.166
H -0.403 -2.238 -10.744
C 1.044 -3.528 -9.792
H 0.526 -4.453 -10.063
C 2.242 -3.574 -9.068
H 2.671 -4.539 -8.793
C 2.887 -2.396 -8.679
H 3.837 -2.433 -8.135
H 3.119 0.392 -6.770
Si 0.371 0.239 -3.322
C -0.381 -1.391 -3.808
C -1.561 -1.484 -4.569
H -2.091 -0.573 -4.867
C -2.092 -2.733 -4.920
H -2.971 -2.781 -5.562
C -1.498 -3.912 -4.474
H -1.896 -4.882 -4.766
C -0.377 -3.831 -3.645
H 0.094 -4.747 -3.275
C 0.163 -2.590 -3.293
H 1.007 -2.546 -2.584
C -0.843 1.592 -3.765
C -2.050 1.857 -3.074
H -2.319 1.278 -2.172
C -2.915 2.870 -3.497
H -3.838 3.067 -2.949
C -2.617 3.631 -4.629
H -3.320 4.386 -4.991
C -1.406 3.414 -5.288
H -1.145 4.018 -6.157
C -0.518 2.428 -4.843
H 0.457 2.324 -5.335
H 4.464 0.458 -8.709
Cl 2.273 0.442 -4.083
N 2.107 -0.684 0.393
C 2.781 -0.134 1.620
C 2.737 1.370 1.566
N 1.301 1.806 1.531
H 1.887 -1.676 0.513
H 2.747 -0.645 -0.402
H 2.259 -0.511 2.511
H 3.817 -0.491 1.656
H 3.253 1.814 2.433
H 3.239 1.750 0.656
H 0.851 1.579 2.427
H 1.238 2.823 1.449
*
```